P:
A 5-piece molecular cluster, C3H17NO4 overall, computed with ωB97M-V with the def2-TZVPD basis set.

Each line ends with the natural charge from an NBO analysis.
Cartesian coordinates (Å):
1 C -0.4813 -2.2528 1.5089  -0.41
2 N 0.6317 -1.3940 1.8446  -0.45
3 C 1.3560 -0.7790 0.7296  -0.41
4 C 0.2935 -0.4012 2.8443  -0.41
5 H -0.4694 -3.1707 2.0733  0.19
6 H -0.3857 -2.5619 0.4821  0.19
7 H -1.4684 -1.7858 1.5631  0.18
8 H 2.4236 -0.7975 0.9589  0.20
9 H 1.2569 -1.3563 -0.1866  0.19
10 H 0.9863 0.2356 0.5453  0.17
11 H -0.1653 -0.9132 3.6807  0.20
12 H -0.3583 0.4061 2.4991  0.16
13 H 1.2044 0.0219 3.2699  0.20
14 O -0.0062 3.6223 -1.3248  -0.95
15 H -0.8346 3.7015 -0.8560  0.48
16 H -0.1617 3.7113 -2.2668  0.48
17 O 2.9193 2.2310 -3.2170  -0.96
18 H 2.4841 2.9230 -2.7100  0.48
19 H 3.2346 2.6273 -4.0323  0.48
20 O -4.4721 -1.7288 1.1503  -0.95
21 H -4.3725 -2.6490 1.3890  0.48
22 H -4.8334 -1.6200 0.2706  0.48
23 O 0.2040 0.7963 -3.7022  -0.96
24 H 1.1414 0.8866 -3.5201  0.49
25 H -0.1270 0.2474 -2.9938  0.46

Values from the calculation:
HOMO energy: -8.147 eV
gap between HOMO and LUMO: 8.68 eV
SMILES string: CN(C)C.O.O.O.O
net charge: 0
2S+1: 1

=====

Q:
A 5-piece molecular cluster, C3H17NO4 overall, computed with ωB97M-V with the def2-TZVPD basis set.

Each line ends with the natural charge from an NBO analysis.
Cartesian coordinates (Å):
1 C -1.1138 -0.8600 1.7866  -0.44
2 N -0.4215 -0.9199 0.5022  -0.47
3 C -1.0323 -0.1063 -0.5323  -0.41
4 C 1.0374 -0.8064 0.7689  -0.41
5 H -0.4395 -0.4843 2.5926  0.18
6 H -1.4339 -1.8800 2.0275  0.20
7 H -1.8820 -0.0897 2.0111  0.20
8 H -0.5914 -0.3005 -1.5121  0.21
9 H -2.0588 -0.4328 -0.6771  0.20
10 H -1.0745 0.9634 -0.3326  0.16
11 H 1.5345 -1.0022 -0.1880  0.19
12 H 1.2415 -1.5755 1.5490  0.20
13 H 1.3887 0.1250 1.1959  0.19
14 O 1.0703 2.2471 1.2727  -0.97
15 H 0.6728 2.1744 2.1404  0.49
16 H 0.6243 2.8893 0.7081  0.49
17 O 1.8541 1.8347 -1.4096  -0.96
18 H 2.0831 2.0341 -0.4947  0.49
19 H 1.9975 0.8841 -1.4681  0.48
20 O -0.6566 -4.4438 -0.5477  -0.94
21 H -1.1149 -3.8339 -1.1525  0.47
22 H -0.5652 -3.8997 0.2427  0.47
23 O -0.2749 2.2555 -3.1178  -0.95
24 H 0.2840 2.5507 -2.3846  0.49
25 H -1.1288 2.6768 -2.9809  0.46

Values from the calculation:
HOMO energy: -8.613 eV
gap between HOMO and LUMO: 8.83 eV
SMILES string: CN(C)C.O.O.O.O
net charge: 0
2S+1: 1

=====

Order from most stable to least stable according to the calculation: P, Q

=====

P:
A 5-piece molecular cluster, C3H17NO4 overall, computed with ωB97M-V with the def2-TZVPD basis set.

Each line ends with the natural charge from an NBO analysis.
Cartesian coordinates (Å):
1 C 0.5219 2.4569 1.3853  -0.63
2 C 0.3361 1.1429 0.6050  -0.23
3 N 1.3146 1.0495 -0.5034  -0.61
4 C 0.8500 1.7923 -1.6740  -0.42
5 H -0.4330 2.9593 1.5311  0.20
6 H 1.1860 3.1521 0.8710  0.21
7 H 1.0217 2.2404 2.3294  0.22
8 H -0.6814 1.1289 0.1902  0.14
9 H 0.5323 0.2794 1.2355  0.21
10 H 1.4101 0.0733 -0.7574  0.35
11 H 0.7784 2.8502 -1.4092  0.19
12 H 1.5480 1.6631 -2.4969  0.20
13 H -0.1783 1.5193 -1.9639  0.15
14 O 1.6537 -1.8461 2.2123  -0.96
15 H 1.8175 -2.2810 1.3797  0.47
16 H 0.7395 -1.8811 2.4718  0.49
17 O -0.2090 -1.7839 -1.9183  -0.97
18 H -0.2045 -1.6975 -2.8833  0.49
19 H -0.6675 -2.6135 -1.7270  0.48
20 O -2.8121 -1.0798 -0.3093  -0.96
21 H -2.0537 -1.0660 -0.9086  0.48
22 H -3.0314 -0.1342 -0.2975  0.48
23 O -0.9475 -2.9275 1.1122  -0.95
24 H -1.8990 -2.7333 1.0099  0.49
25 H -0.5925 -2.2637 0.5155  0.46

Values from the calculation:
HOMO energy: -8.825 eV
gap between HOMO and LUMO: 8.91 eV
SMILES string: CCNC.O.O.O.O
net charge: 0
2S+1: 1

=====

Q:
A 5-piece molecular cluster, C3H17NO4 overall, computed with ωB97M-V with the def2-TZVPD basis set.

Each line ends with the natural charge from an NBO analysis.
Cartesian coordinates (Å):
1 C 1.1547 2.3189 -2.8118  -0.61
2 C 0.3836 1.2055 -2.0852  -0.43
3 C -0.7631 1.8165 -1.2114  -0.22
4 N -0.3550 2.6136 -0.0815  -0.84
5 H 0.5912 2.5551 -3.7222  0.20
6 H 2.1656 2.1197 -3.1407  0.21
7 H 1.0463 3.1525 -2.1219  0.20
8 H 0.0526 0.3674 -2.7253  0.19
9 H 0.9619 0.5253 -1.4403  0.21
10 H -1.4414 0.9904 -1.0212  0.19
11 H -1.4425 2.3914 -1.8621  0.17
12 H 0.5059 3.1300 -0.2590  0.34
13 H -0.0025 1.9600 0.6217  0.37
14 O -0.8850 0.4269 6.3234  -0.95
15 H -1.7665 0.2413 6.6972  0.48
16 H -0.8875 1.2315 5.7990  0.48
17 O 2.8185 -2.2741 -0.6993  -0.96
18 H 2.8438 -3.2260 -0.5973  0.48
19 H 2.5916 -1.9372 -1.5744  0.48
20 O -3.7660 -5.5094 -1.3281  -0.92
21 H -4.0730 -4.5950 -1.4899  0.46
22 H -2.8539 -5.2713 -1.1891  0.46
23 O 1.4196 0.4622 1.0210  -0.94
24 H 1.0871 -0.3144 1.4506  0.48
25 H 1.9591 0.8804 1.7137  0.47

Values from the calculation:
HOMO energy: -9.046 eV
gap between HOMO and LUMO: 9.40 eV
SMILES string: CCCN.O.O.O.O
net charge: 0
2S+1: 1

=====

Order from most stable to least stable according to the calculation: P, Q

=====

P:
A 16-piece molecular cluster, H32O16 overall, computed with ωB97M-V with the def2-TZVPD basis set.

Each line ends with the natural charge from an NBO analysis.
Cartesian coordinates (Å):
1 O 1.4376 -3.1765 -1.0569  -0.98
2 H 1.7556 -2.3095 -1.3269  0.50
3 H 2.2166 -3.5665 -0.6209  0.49
4 O 0.6886 -2.9345 2.0411  -0.96
5 H -0.0114 -3.0815 1.4541  0.47
6 H 1.3496 -2.5645 1.4881  0.47
7 O 2.4676 -1.2965 0.7391  -0.98
8 H 2.9536 -0.4735 0.5781  0.47
9 H 1.5676 -0.9225 0.6571  0.50
10 O -1.0444 -3.5935 -0.0449  -0.98
11 H -0.3264 -3.1435 -0.4959  0.48
12 H -1.6754 -2.9075 0.1711  0.48
13 O -2.8224 -1.9195 0.9301  -0.95
14 H -3.7604 -1.7335 0.8351  0.47
15 H -2.4344 -1.1235 1.2231  0.50
16 O -0.3224 1.7955 3.5481  -0.97
17 H -1.0764 1.3985 3.1141  0.50
18 H -0.6504 2.3505 4.2481  0.47
19 O 1.0866 0.9405 -3.7699  -0.93
20 H 0.3876 0.4955 -3.3099  0.47
21 H 1.0366 1.8295 -3.3959  0.45
22 O -0.5314 2.0775 -1.5959  -0.98
23 H -0.5584 2.7355 -0.8989  0.52
24 H -0.8474 2.5485 -2.3539  0.49
25 O 1.9226 1.4595 -0.7879  -0.98
26 H 1.0946 1.6575 -1.1719  0.49
27 H 2.5346 2.1445 -0.9959  0.48
28 O 2.0716 1.5105 2.0731  -0.96
29 H 1.2296 1.9655 2.3131  0.48
30 H 2.1746 1.7605 1.1601  0.46
31 O -0.5494 3.2205 0.9781  -0.98
32 H -0.9124 3.0175 1.8441  0.50
33 H 0.0166 3.9335 1.2941  0.48
34 O -2.4134 0.6545 2.2041  -0.96
35 H -2.8354 0.9245 1.4281  0.50
36 H -3.2124 0.3325 2.6561  0.49
37 O -0.2364 -0.4815 0.3491  -0.95
38 H -0.1204 -0.5515 -0.5779  0.48
39 H -0.4444 0.4315 0.5311  0.47
40 O 2.7966 -0.7545 -2.1929  -0.95
41 H 3.5466 -0.6275 -1.5899  0.46
42 H 2.2156 -0.0785 -1.8399  0.48
43 O -0.4064 -0.9165 -2.3409  -0.99
44 H -1.2044 -1.2915 -1.9809  0.50
45 H -0.1044 -1.4075 -3.1329  0.52
46 O -2.8874 0.7835 -0.5959  -0.99
47 H -2.0414 1.0215 -0.9449  0.50
48 H -3.1194 -0.1355 -0.8369  0.48

Values from the calculation:
HOMO energy: -9.257 eV
gap between HOMO and LUMO: 8.66 eV
net charge: 0
2S+1: 1

=====

Q:
A 16-piece molecular cluster, H32O16 overall, computed with ωB97M-V with the def2-TZVPD basis set.

Each line ends with the natural charge from an NBO analysis.
Cartesian coordinates (Å):
1 O -2.4573 0.4685 -0.1576  -0.99
2 H -2.9313 0.0585 -0.8446  0.50
3 H -1.9443 1.1595 -0.5956  0.52
4 O 2.8467 -1.7175 -1.4576  -0.98
5 H 2.5437 -0.7765 -1.5176  0.50
6 H 3.2607 -1.6885 -0.5916  0.49
7 O 2.4757 -1.6665 1.9414  -0.95
8 H 2.3377 -0.7565 2.0974  0.47
9 H 1.7527 -1.9305 1.4164  0.46
10 O -1.0853 2.7165 -1.1666  -0.98
11 H -0.6093 3.0065 -0.3776  0.51
12 H -1.3703 3.4325 -1.7306  0.49
13 O 4.0397 1.6145 -0.4676  -0.96
14 H 3.6817 2.4525 -0.4296  0.46
15 H 3.3177 1.2355 0.1184  0.48
16 O -0.6163 -1.5085 2.8484  -0.95
17 H -1.4823 -1.5205 3.1724  0.47
18 H -0.6463 -1.7045 1.9244  0.50
19 O -0.0143 -0.4385 0.3364  -1.00
20 H 0.5357 0.3525 0.2104  0.51
21 H -0.9223 -0.1925 0.1984  0.50
22 O -3.8803 0.5745 2.1614  -0.97
23 H -3.5373 0.5315 1.2904  0.49
24 H -4.8583 0.5205 2.0264  0.46
25 O -0.0693 1.1085 3.1974  -1.00
26 H -0.8983 1.5635 3.1754  0.48
27 H -0.2053 0.1945 2.9504  0.50
28 O -2.1853 -2.4585 0.6924  -0.98
29 H -2.0513 -3.3815 0.9354  0.50
30 H -3.0693 -2.1285 0.9044  0.50
31 O 2.1687 1.0985 1.5524  -0.99
32 H 1.4347 1.1455 2.1254  0.51
33 H 2.8807 1.3315 2.1214  0.49
34 O 1.5687 0.8275 -1.7306  -0.99
35 H 1.9727 1.4205 -2.3536  0.48
36 H 0.9087 0.4535 -2.3086  0.51
37 O 1.6817 3.2665 -0.4836  -0.97
38 H 1.6177 3.8445 -1.2486  0.46
39 H 1.6367 2.3825 -0.8476  0.49
40 O -2.8603 -1.9105 -1.9406  -0.96
41 H -2.3273 -2.2125 -1.2486  0.48
42 H -3.0063 -2.8145 -2.3476  0.47
43 O 0.1717 -2.2325 -1.5356  -1.00
44 H 0.0307 -1.6495 -0.7786  0.49
45 H 1.1327 -2.2265 -1.6696  0.51
46 O -0.3803 -0.2075 -3.1106  -1.00
47 H -0.3033 -0.6395 -3.9646  0.48
48 H -0.2853 -0.9975 -2.4926  0.50

Values from the calculation:
HOMO energy: -10.744 eV
gap between HOMO and LUMO: 10.71 eV
net charge: 0
2S+1: 1

=====

Order from most stable to least stable according to the calculation: Q, P

=====

P:
A 16-piece molecular cluster, H32O16 overall, computed with ωB97M-V with the def2-TZVPD basis set.

Each line ends with the natural charge from an NBO analysis.
Cartesian coordinates (Å):
1 O -0.3863 -5.9142 -1.6588  -0.93
2 H 0.2857 -5.3218 -2.0940  0.47
3 H -0.8813 -5.2319 -1.1975  0.46
4 O -0.8193 -2.2758 0.5001  -1.00
5 H -1.4939 -2.2806 1.0498  0.49
6 H -0.0316 -2.7380 0.4173  0.50
7 O -2.4062 5.4803 -0.5561  -0.93
8 H -1.9608 4.8579 -0.1283  0.46
9 H -3.2890 5.0822 -0.8677  0.47
10 O 0.6325 -1.4440 -3.8663  -0.95
11 H 0.2576 -0.5315 -4.0471  0.49
12 H -0.1214 -1.8164 -3.5099  0.46
13 O 1.9901 -2.0007 0.5819  -0.96
14 H 1.6487 -1.1322 0.2040  0.49
15 H 2.8629 -1.6864 0.7844  0.47
16 O -1.9311 1.4391 -2.4270  -0.98
17 H -2.2119 0.5125 -2.2267  0.51
18 H -1.7766 1.9922 -1.7189  0.48
19 O -4.0285 -0.2921 2.6134  -0.95
20 H -3.3015 -0.1726 3.2723  0.48
21 H -4.7964 -0.3909 3.2389  0.47
22 O -0.1315 1.4923 -4.8487  -0.94
23 H -0.8757 1.7198 -4.2949  0.49
24 H -0.5274 1.4968 -5.6559  0.46
25 O 1.3723 1.0624 -1.9908  -0.96
26 H 0.4094 1.0715 -2.2562  0.48
27 H 1.6014 0.0557 -2.1065  0.48
28 O -3.0024 -0.8831 -3.9728  -0.96
29 H -3.7839 -0.9542 -3.4752  0.47
30 H -3.2693 -1.1026 -4.9696  0.49
31 O 3.7798 -2.4620 3.4475  -0.97
32 H 3.0129 -2.9384 3.2988  0.50
33 H 4.2862 -2.0979 2.7410  0.47
34 O 2.4696 2.2110 1.3372  -0.92
35 H 3.2983 2.3449 1.6266  0.45
36 H 2.5670 1.4994 0.6571  0.47
37 O 2.3469 4.4211 -2.5979  -0.94
38 H 2.5525 3.8149 -3.3626  0.48
39 H 1.8343 5.0796 -2.8222  0.45
40 O 1.2469 -3.5978 3.2419  -0.94
41 H 1.1990 -3.5693 2.2670  0.48
42 H 0.8868 -4.5282 3.3827  0.48
43 O -1.0054 -0.1128 5.4788  -0.95
44 H -1.2793 0.6256 6.0181  0.46
45 H 0.0636 -0.1045 5.6466  0.49
46 O 0.9190 2.8372 5.3456  -0.94
47 H 0.1231 3.1100 4.8187  0.47
48 H 1.6643 3.3734 4.6821  0.47

Values from the calculation:
HOMO energy: -11.014 eV
gap between HOMO and LUMO: 10.80 eV
net charge: 0
2S+1: 1

=====

Q:
A 16-piece molecular cluster, H32O16 overall, computed with ωB97M-V with the def2-TZVPD basis set.

Each line ends with the natural charge from an NBO analysis.
Cartesian coordinates (Å):
1 O 2.9625 -3.8312 2.9949  -1.00
2 H 2.4227 -3.0117 2.8568  0.51
3 H 3.5965 -4.1822 2.3945  0.51
4 O -0.0341 1.4465 -0.2112  -0.96
5 H 0.3876 1.2739 -1.0298  0.46
6 H 0.5565 1.3141 0.5360  0.49
7 O 3.8290 -0.4257 3.1684  -0.94
8 H 3.2759 0.2020 3.6461  0.47
9 H 3.8896 -1.1940 3.7778  0.47
10 O 2.6331 2.4834 -3.8675  -0.99
11 H 3.4625 1.9657 -3.7523  0.51
12 H 2.1563 2.4753 -4.7073  0.51
13 O 3.0743 2.7664 -0.3520  -0.95
14 H 2.7759 3.6979 -0.4347  0.48
15 H 3.3182 2.3990 -1.2586  0.47
16 O -3.9091 -3.1924 -1.3191  -0.95
17 H -3.1528 -3.5532 -1.8293  0.48
18 H -4.2873 -3.8948 -0.8119  0.47
19 O 1.4308 -0.4105 0.6209  -1.00
20 H 1.5650 -1.2788 1.0273  0.50
21 H 2.0741 0.0356 0.0582  0.50
22 O -1.3827 3.8532 3.5881  -0.94
23 H -1.4458 2.9089 3.4393  0.47
24 H -2.3085 4.0733 3.6631  0.47
25 O -1.7608 -2.3628 -4.1797  -0.95
26 H -1.4009 -1.5881 -3.7002  0.49
27 H -2.5257 -1.9529 -4.5957  0.47
28 O 3.4752 -3.0458 -2.4841  -0.95
29 H 2.5797 -3.0259 -2.1584  0.47
30 H 3.5143 -3.6481 -3.2686  0.48
31 O -3.3734 2.1612 2.1773  -0.97
32 H -4.2390 2.0151 1.7947  0.48
33 H -2.7892 1.5249 1.7885  0.48
34 O -4.3212 4.2488 0.0031  -0.94
35 H -4.0632 4.0872 0.9030  0.47
36 H -3.5924 4.6988 -0.3818  0.47
37 O -3.5715 -2.2204 1.7683  -0.96
38 H -3.4098 -1.7658 0.9718  0.48
39 H -2.8641 -2.8120 2.0188  0.48
40 O 0.0524 -0.0112 -2.8285  -0.97
41 H -0.0835 0.9165 -2.9681  0.48
42 H -0.1921 -0.1524 -1.9012  0.48
43 O -0.0209 -4.3643 3.5331  -0.96
44 H 1.0134 -4.4715 3.4951  0.49
45 H -0.2236 -5.2563 3.1682  0.46
46 O 0.6213 3.1128 -2.3545  -0.98
47 H 1.1772 3.4572 -1.6691  0.46
48 H 1.2929 2.8349 -3.0375  0.48

Values from the calculation:
HOMO energy: -10.549 eV
gap between HOMO and LUMO: 10.25 eV
net charge: 0
2S+1: 1

=====

Order from most stable to least stable according to the calculation: Q, P